Molecular formula: C17H36F6NO4PbS4Si4Te2
Method: DFT, wB97M-V/def2-TZVPD

Last column: Mulliken charge in e.
Geometry (Å):
H 0.8886 4.8343 1.5127  0.23
C -4.6411 0.1533 1.5159  0.60
H 1.7420 0.1183 2.4302  -0.01
H 1.3522 -4.4162 -3.5782  0.35
H 5.5345 2.7878 -0.8275  0.39
H -0.7513 -5.9836 -2.4179  0.38
F -5.9583 0.0797 1.7258  -0.24
Si 0.9474 2.3379 1.6299  0.31
C 0.0942 -3.7804 3.1129  -0.16
H 1.9386 1.3548 3.6782  0.37
H 4.9882 -0.2467 -1.1062  0.35
H -1.1871 4.7037 0.0184  0.25
Si 1.1520 1.9875 -0.6788  0.38
Si 3.3783 1.6434 -1.2955  0.23
H -0.6119 -7.0646 3.2289  0.38
H -1.7750 5.1966 -1.5749  0.38
C 1.0553 -4.1140 2.1968  -0.18
H 3.3524 2.8449 -3.4786  0.25
H 3.0843 1.2560 2.3353  0.23
H -0.0985 -5.4113 -0.8566  0.03
C -0.2316 -6.0730 3.0442  -0.42
O -2.3929 -1.0572 1.9847  -0.39
Si 0.3335 3.8831 -1.7842  0.17
H 1.7848 5.5874 -0.6433  0.30
O -3.6532 -4.6127 0.5439  -0.69
H -1.2134 1.1585 1.9999  -0.23
H 0.9745 3.2265 -4.1040  0.25
H 1.7912 -3.9515 -1.9001  0.15
H -1.4849 2.8580 1.6430  0.24
H -1.8221 -5.2126 -1.2169  0.16
N -4.4317 -2.5425 1.6986  -0.57
F -6.5503 -4.0369 0.2895  -0.22
O -3.2427 -2.4590 -0.5663  -0.59
H 2.8160 1.1711 -3.6696  0.31
H 4.5415 1.5363 -3.4967  0.39
H 3.9196 -0.1774 0.3047  0.15
C 3.5382 1.8155 -3.1630  -1.13
C 4.5037 2.9249 -0.4877  -1.04
H -0.9264 2.3714 3.2509  0.44
H -1.4540 -4.8248 4.3067  0.39
O -4.1624 -1.1597 3.7025  -0.68
S 1.0540 -5.8126 1.9358  -0.22
C -1.3113 4.3784 -1.0167  -1.04
H -0.3428 4.4098 -4.1119  0.35
H -0.6697 2.7101 -3.7320  0.30
C 1.2007 -3.6920 -2.7785  -0.62
H 2.5571 4.2648 1.6365  0.25
S -4.0358 -3.2440 0.3494  1.07
Pb -0.4892 -2.0862 0.1628  1.11
H 3.3186 -0.8334 -1.2196  0.01
C -0.8215 -5.2157 -1.6486  -0.50
H 1.5196 4.2812 3.0669  0.42
F -4.1939 1.3002 2.0356  -0.22
F -5.5778 -3.9199 -1.6417  -0.21
S -0.5486 -3.5835 -2.3637  0.01
F -6.1984 -2.1085 -0.6274  -0.21
H 2.4606 5.1158 -2.2041  0.25
H 1.4965 -2.7010 -3.1217  0.19
Te -0.2605 0.1777 -1.6640  -0.58
H -0.0782 -2.7634 3.4389  0.54
H -2.0000 3.5304 -1.0207  0.25
C 2.0302 1.1565 2.6062  -0.67
F -4.4195 0.1656 0.2052  -0.19
C 3.9602 -0.0651 -0.7817  -0.61
H 4.1991 3.9436 -0.7372  0.27
S -3.7799 -1.2611 2.3298  1.00
C 1.5307 5.3378 -1.6750  -1.02
C -0.6454 -4.9007 3.5937  -0.63
C 1.5370 4.0958 1.9889  -1.08
C -0.8335 2.1657 2.1808  -0.49
H 1.0871 6.2239 -2.1383  0.39
C 0.0488 3.5221 -3.6065  -1.02
H 4.4958 2.8302 0.6005  0.26
Te 2.2830 -2.8004 1.0972  -0.34
C -5.6948 -3.3289 -0.4470  0.46

For the strongest force on any atom, the calculation gives 0.148 eV Å⁻¹. For the calculated total energy, the calculation gives -138890.549 eV. As for the total charge: -1. The highest occupied orbital energy is -4.8 eV. The HOMO-LUMO gap comes out at 7.0 eV.

Molecular formula: C21H20O12
Method: DFT, wB97M-V/def2-TZVPD

Last column: natural (NBO) charge in e.
Geometry (Å):
O -0.7259 3.9788 1.4420  -0.69
H -4.6054 1.0857 0.4682  0.47
C -2.5104 -1.3142 1.3881  -0.07
O -3.9569 0.7302 -0.1534  -0.73
C -1.5792 0.4655 -3.0215  0.30
H -4.1429 -1.1983 0.3701  0.48
H -3.0907 0.5075 2.4096  0.17
C 2.3456 0.5455 1.2867  0.56
C 4.4675 -0.5843 1.9442  0.49
C 3.3425 -0.4875 1.0846  -0.36
C 1.2173 -0.4119 -0.6688  0.39
C -1.3061 -1.9288 -2.9788  -0.26
H -1.8776 2.8184 2.5958  0.19
C -2.3714 0.2019 1.6302  0.05
O 0.2036 1.4177 0.4297  -0.53
C 1.2317 0.5062 0.3447  0.10
H 4.0561 -3.0903 -0.9951  0.24
H -2.3601 2.6958 -1.4423  0.50
H -2.9558 1.2854 -4.0359  0.50
C 5.2539 -2.4862 0.6776  0.37
C 4.1634 -2.3971 -0.1793  -0.37
C -2.4130 2.4967 0.5073  0.07
C 3.2201 -1.4025 0.0298  0.38
H -2.1919 -1.8379 2.2916  0.19
H -1.6186 -2.9116 -3.3031  0.21
H -0.4872 4.0342 0.5052  0.49
H 0.2552 -2.6695 -1.7234  0.23
O -3.8239 -1.7159 1.1254  -0.73
O -1.0499 0.4090 2.1116  -0.53
O -2.2583 1.5705 -3.4291  -0.69
C -2.6564 0.9858 0.3398  0.02
C -0.2508 -1.7936 -2.0959  -0.19
H 3.8788 0.9073 2.9326  0.52
H 6.8621 -3.4224 1.1098  0.49
H -0.1908 1.5878 -1.8680  0.26
C 0.1476 -0.5298 -1.6658  -0.13
H -1.8351 -1.5930 0.5649  0.16
C -1.3747 2.7656 1.6234  0.05
C -0.5030 0.5996 -2.1604  -0.25
H -1.9788 0.6131 -0.4343  0.22
H -3.3667 2.9791 0.7910  0.16
O 2.1819 -1.3389 -0.8314  -0.43
H 6.2508 -1.6474 2.3945  0.22
H 0.3667 1.7772 2.4640  0.22
H -3.2474 -1.7926 -4.5014  0.49
O 4.6395 0.2639 2.9525  -0.67
O 2.4503 1.3943 2.1843  -0.65
C -1.9839 -0.8112 -3.4369  0.23
O 6.1550 -3.4660 0.4535  -0.65
O -1.9296 3.0885 -0.6715  -0.74
C -0.3978 1.5787 1.7052  0.33
O -3.0526 -0.8732 -4.2900  -0.69
C 5.4031 -1.5856 1.7283  -0.41

For the strongest force on any atom, the calculation gives 1.009 eV Å⁻¹. For the calculated total energy, the calculation gives -46671.174 eV. As for the total charge: 0. The SMILES is O=c1c(O[C@@H]2O[C@H](CO)[C@@H](O)[C@H](O)[C@@H]2O)c(-c2ccc(O)c(O)c2)oc2cc(O)cc(O)c12. The highest occupied orbital energy is -8.3 eV. The HOMO-LUMO gap comes out at 8.2 eV.

Molecular formula: C18H24InN7OS
Method: DFT, wB97M-V/def2-TZVPD

Last column: natural (NBO) charge in e.
Geometry (Å):
C 4.1248 -2.1801 1.1936  -0.24
C -1.9067 1.7070 -2.1658  0.05
H 3.4311 0.0865 -2.5811  0.21
H 0.6943 -0.3311 -3.5302  0.41
H -3.7884 -1.8548 -1.0852  0.24
H 1.2531 1.1903 2.8771  0.24
N 2.1987 -0.8760 0.6592  -0.57
In 0.5384 -0.0335 -0.7045  1.60
C -3.0821 -1.8798 2.1070  -0.03
H -4.0288 -1.6041 2.5361  0.26
H 2.7492 1.8041 -0.6693  0.41
O -1.4297 1.8380 2.4907  -0.60
C -1.7273 1.8360 0.1362  0.13
H -3.4510 -0.1946 -0.5452  0.22
H 3.3014 -1.9008 -0.7624  0.20
N 1.8970 1.8281 -1.2241  -0.84
N 0.0746 0.6748 1.2167  -0.82
H -4.4000 3.6007 -0.9221  0.25
C 2.0302 -0.5708 1.9532  0.25
H -4.7367 -1.1401 0.2338  0.24
C -1.9869 -2.4300 2.6717  -0.06
H 0.2670 -0.2246 3.1097  0.23
N -1.2558 1.3874 -1.0406  -0.55
C -1.5713 -2.1379 0.4968  0.28
H 3.0474 2.5365 -2.8875  0.24
H 4.9336 -2.8112 0.8551  0.25
H 4.6550 -2.2395 3.2800  0.25
H -1.5069 1.3115 -3.0921  0.20
C -3.0395 2.4971 -2.1678  -0.23
H 1.4000 2.6678 -0.9410  0.42
C 2.5604 0.4567 -3.1254  -0.24
C 2.9079 -1.0551 2.9184  -0.23
C -3.5185 2.9742 -0.9543  -0.12
C 3.2212 -1.6704 0.2934  0.06
S -0.7848 -2.1600 -1.0429  -0.23
H -3.1771 2.9730 1.1893  0.28
C -1.0039 1.4453 1.4194  0.62
C -2.8543 2.6358 0.2143  -0.20
C 0.8653 0.3056 2.3597  -0.27
C -3.7547 -1.1894 -0.2268  -0.41
H 1.7054 -1.4200 -2.9005  0.42
C 3.9633 -1.8602 2.5398  -0.11
H -3.5308 2.7333 -3.1008  0.25
N -1.0648 -2.5789 1.6583  -0.49
H -1.7922 -2.7343 3.6841  0.26
C 2.2208 1.8624 -2.6642  -0.24
H 2.8057 0.4502 -4.1868  0.24
N 1.4210 -0.4462 -2.8264  -0.85
H 1.3437 2.2331 -3.1987  0.21
H -0.1575 -3.0110 1.7349  0.45
H 2.7529 -0.7885 3.9559  0.25
N -2.8135 -1.7126 0.7613  -0.32

For the strongest force on any atom, the calculation gives 0.115 eV Å⁻¹. For the calculated total energy, the calculation gives -47532.859 eV. As for the total charge: +2. The highest occupied orbital energy is -14.7 eV. The HOMO-LUMO gap comes out at 9.3 eV.

Molecular formula: C5H10O
Method: DFT, wB97M-V/def2-TZVPD

Last column: natural (NBO) charge in e.
Geometry (Å):
C 1.0362 -1.3146 -1.1642  -0.61
H 0.9119 -2.3766 0.7079  0.22
C -0.7012 1.9755 0.3496  -0.05
H 1.4362 -2.1909 -1.6383  0.24
H -1.5520 0.1050 -0.4800  0.20
H -0.6712 -2.1189 -0.1079  0.19
H 0.7814 1.5946 1.4675  0.49
H -1.4885 0.2020 1.2892  0.28
H -0.3046 2.2591 -0.6404  0.15
O 0.1664 2.3503 1.3858  -0.73
H -1.6451 2.5147 0.4846  0.18
H 0.4529 -0.7810 -1.9066  0.21
H 1.8957 -0.7043 -0.8907  0.23
C 0.3082 -0.2963 0.6541  0.15
C -0.9297 0.4560 0.3625  -0.61
C 0.3035 -1.6746 0.1269  -0.54

For the strongest force on any atom, the calculation gives 0.862 eV Å⁻¹. For the calculated total energy, the calculation gives -7390.964 eV. As for the total charge: 0. The highest occupied orbital energy is -8.7 eV. The HOMO-LUMO gap comes out at 8.9 eV.